ORCA calculation (ωB97M-V/def2-TZVPD) on an isolated molecule of C19H23NO3.

Geometry as ORCA input:
```
! wB97M-V def2-TZVPD RIJCOSX def2/J DEFGRID3
* xyz 0 1
C -3.8445 -0.1286 0.7989
C -3.1180 -0.4746 -0.5031
C -4.0962 -0.5429 -1.6711
O -2.4720 -1.7336 -0.4437
C -1.3494 -1.7974 0.4039
C -0.4915 -2.9885 -0.0185
C 0.7234 -3.1896 0.8925
N 1.5922 -2.0351 0.9107
C 2.5650 -1.8661 -0.0123
O 2.9090 -2.7453 -0.7805
C 3.2415 -0.5287 -0.0196
C 4.5264 -0.4854 -0.5570
C 5.2176 0.7023 -0.6844
C 4.6199 1.8874 -0.2863
C 3.3427 1.8730 0.2393
C 2.6506 0.6746 0.3816
O 1.4035 0.6738 0.9733
C 0.4424 1.5531 0.5337
C 0.3894 2.0221 -0.7730
C -0.6568 2.8400 -1.1601
C -1.6481 3.1893 -0.2590
C -1.5936 2.7150 1.0413
C -0.5536 1.8985 1.4418
H -4.3937 0.8005 0.6747
H -3.1381 -0.0038 1.6158
H -4.5419 -0.9233 1.0530
H -2.3620 0.3066 -0.7029
H -4.5803 0.4192 -1.8117
H -3.5658 -0.8135 -2.5795
H -4.8496 -1.3002 -1.4734
H -1.6614 -1.9164 1.4541
H -0.7744 -0.8635 0.3201
H -0.1510 -2.8317 -1.0427
H -1.1098 -3.8860 -0.0025
H 1.3133 -4.0302 0.5199
H 0.4029 -3.3960 1.9169
H 1.2956 -1.2381 1.4511
H 4.9583 -1.4198 -0.8824
H 6.2141 0.7085 -1.0982
H 5.1454 2.8254 -0.3837
H 2.8644 2.7908 0.5508
H 1.1561 1.7367 -1.4785
H -0.6984 3.1984 -2.1776
H -2.4624 3.8256 -0.5700
H -2.3642 2.9814 1.7488
H -0.4974 1.5163 2.4496
*
```

Calculated values
* gap between HOMO and LUMO: 0.352 hartree
* highest occupied orbital energy: -0.32729 hartree
* LUMO: 0.68 eV
* ΔE to the lowest compared entry with this formula, charge and spin: 17.7 kcal per mole
* SMILES string: CC(C)OCCCNC(=O)c1ccccc1Oc1ccccc1
* strongest force on any atom: 0.568 eV/A
* total energy: -1018.2973 a.u.
* molecular weight: 313.40 Da

Results of the natural (NBO) charge analysis, in e, for atoms 1 through 4: -0.639 0.106 -0.614 -0.545